(1)
# C8H9NO5V

A molecular structure, C8H9NO5V at a distorted geometry (the ωB97M-V functional and the def2-TZVPD basis, the OMol25 dataset).

Each line ends with the Mulliken spin population.
Atoms and positions in Å:
O 0.408 2.696 0.107  0.122
V 0.235 0.199 -1.750  2.596
H -1.661 -1.511 3.548  0.000
C 0.311 0.960 -3.704  0.099
C 1.965 0.150 -0.824  -0.074
C 0.103 0.193 4.002  0.007
N -1.315 -1.192 2.649  0.001
H -0.094 1.266 4.077  0.000
H -1.611 -1.661 1.800  0.001
H 1.129 -1.046 -4.082  0.019
O 0.249 -2.498 -0.191  0.126
H 1.182 0.057 4.124  0.000
C 0.238 -0.498 -3.732  0.070
H 1.255 1.440 -4.019  0.020
H -0.573 1.531 -4.043  0.024
O -2.483 0.478 -0.323  0.103
H -0.449 -0.343 4.782  0.001
O 0.241 0.134 1.601  0.038
C 0.224 -1.521 -0.828  -0.087
H -0.693 -0.955 -4.108  0.022
O 2.806 0.158 -0.017  0.088
C -0.298 -0.281 2.635  -0.005
C 0.361 1.895 -0.731  -0.079
C -1.530 0.351 -0.973  -0.091

As for the spin multiplicity: 4. The HOMO energy (alpha / beta) is -17.137 / -16.947 eV. For the energy above the lowest of the compared OMol25 structures with the same formula, charge and spin, the calculation gives 230.3 kJ/mol. As for the total energy: -1684.428922 Ha. The charge is +2. The HOMO-LUMO gap (alpha / beta) comes out at 6.022 / 5.341 eV.

=====

(2)
# C3H2Br2O

2 unconnected molecules or ions with the total composition C3H2Br2O at a distorted geometry (the ωB97M-V functional and the def2-TZVPD basis, the OMol25 dataset).

Each line ends with the natural charge from an NBO analysis.
Atoms and positions in Å:
C -0.056 -0.458 0.378  -0.100
H 1.134 1.072 -0.678  0.298
Br 0.966 -1.904 -0.138  0.255
C -0.623 1.802 0.269  0.842
O -1.551 2.401 0.557  -0.295
C 0.302 0.882 0.076  -0.577
H -1.048 -0.503 0.688  0.255
Br -3.333 -1.279 -0.702  -0.678

As for the spin multiplicity: 1. The HOMO energy (alpha / beta) is -8.289 / -7.509 eV. For the energy above the lowest of the compared OMol25 structures with the same formula, charge and spin, the calculation gives 247.7 kJ/mol. As for the total energy: -5338.655989 Ha. The HOMO-LUMO gap (alpha / beta) comes out at 6.003 / 4.418 eV.

=====

(3)
# C20H32N2O2S

A single C20H32N2O2S molecule (the ωB97M-V functional and the def2-TZVPD basis, the OMol25 dataset).

Each line ends with the natural charge from an NBO analysis.
Atoms and positions in Å:
H -5.554 1.389 0.688  0.218
H -5.109 3.710 1.272  0.213
C 0.043 -1.278 -0.464  -0.048
C -1.244 0.744 -0.972  -0.241
S 6.626 0.953 0.007  0.177
C -5.053 -0.846 -0.415  -0.063
H 6.385 -0.280 2.005  0.230
H 6.078 -1.304 0.585  0.206
C -1.165 -2.555 1.393  -0.050
H 3.520 0.782 -2.037  0.209
C -4.582 1.805 0.474  -0.309
O -2.306 -2.627 0.580  -0.750
C 3.643 -0.240 -0.133  -0.023
H -5.787 -0.200 -0.916  0.173
C 4.379 -0.103 1.206  -0.423
C 5.577 0.700 -1.458  -0.519
H -1.128 -3.496 1.950  0.176
H 1.959 -1.846 -1.282  0.205
C 0.137 -2.385 0.599  -0.443
H -1.684 0.097 -1.736  0.220
N 2.209 -0.304 0.092  -0.461
O -3.763 -0.265 -0.509  -0.538
H 5.791 -0.293 -1.856  0.205
C 5.871 -0.337 1.047  -0.518
H -1.270 -1.733 2.112  0.157
C 1.452 -0.928 -0.975  -0.224
H 3.967 -0.836 1.904  0.219
H 4.223 0.892 1.624  0.205
C -3.594 1.029 -0.122  0.394
C 1.562 0.934 0.482  -0.248
H 0.369 -3.319 0.085  0.207
H -0.502 1.396 -1.457  0.175
C -2.333 1.593 -0.373  -0.097
H 0.951 -2.164 1.289  0.219
C -5.010 -2.209 -1.086  -0.631
H 3.940 1.838 -0.676  0.210
C -4.330 3.125 0.808  -0.192
C -2.109 2.918 -0.042  -0.188
H -0.542 -1.666 -1.306  0.208
H -2.436 -1.751 0.184  0.490
H -4.719 -2.103 -2.128  0.208
H -0.360 1.521 1.297  0.213
C -3.098 3.691 0.544  -0.244
C 4.104 0.852 -1.115  -0.443
H -1.145 3.357 -0.257  0.209
H 0.268 -0.020 1.900  0.199
H 5.895 1.451 -2.180  0.230
H -5.337 -0.954 0.640  0.177
H -5.994 -2.667 -1.039  0.213
H 1.485 1.642 -0.363  0.160
H 1.363 -0.272 -1.861  0.163
H -2.905 4.723 0.794  0.213
H 2.135 1.412 1.277  0.209
H 3.918 -1.215 -0.560  0.190
H -4.291 -2.849 -0.583  0.243
C 0.160 0.605 1.011  -0.220
N -0.662 -0.115 0.055  -0.470

Its SMILES is CCOc1ccccc1CN1CCN(C2CCSCC2)C[C@H]1CCO. As for the spin multiplicity: 1. The HOMO energy is -8.087 eV. For the energy above the lowest of the compared OMol25 structures with the same formula, charge and spin, the calculation gives 0.0 kJ/mol. As for the total energy: -1439.464151 Ha. The HOMO-LUMO gap comes out at 8.874 eV.

=====

(4)
# H23O11

11 unconnected molecules or ions with the total composition H23O11 at a distorted geometry (the ωB97M-V functional and the def2-TZVPD basis, the OMol25 dataset).

Each line ends with the natural charge from an NBO analysis.
Atoms and positions in Å:
H 3.616 -0.928 1.717  0.466
H -0.559 -0.095 -0.379  0.553
O 0.182 -1.009 2.426  -0.974
H -0.210 3.649 0.290  0.494
O -1.599 -1.967 -0.769  -0.984
H 4.729 0.962 -1.530  0.482
O -2.948 -2.773 1.842  -0.938
H -2.036 -2.331 -1.558  0.507
H 1.506 4.867 -1.434  0.491
H 3.111 -2.120 1.131  0.453
H 3.470 1.810 -1.264  0.473
H -1.977 -0.473 2.041  0.500
H -3.539 -3.219 1.214  0.473
O 3.777 -1.463 0.900  -0.916
H -1.546 0.753 0.932  0.557
H -2.416 -2.298 1.183  0.460
O 1.470 4.215 -0.742  -0.961
H -2.741 0.498 3.004  0.520
O -1.056 3.297 -0.007  -0.967
H 1.540 -0.706 -0.722  0.545
H 0.115 -0.498 3.248  0.489
H -1.537 -1.085 -3.967  0.514
H 2.117 4.455 -0.084  0.477
H -0.885 -2.556 -0.534  0.486
H 0.781 -1.766 2.631  0.488
O 3.782 1.040 -1.757  -0.955
O -2.471 0.350 2.077  -0.954
O -0.926 -1.195 -3.243  -0.996
H -2.345 0.184 -0.327  0.541
O -1.476 0.472 -0.063  -0.869
H -0.957 2.546 -0.576  0.468
H 0.471 -1.108 -1.588  0.501
H -0.027 -0.904 -3.307  0.485
O 0.584 -0.602 -0.783  -0.911

As for the spin multiplicity: 1. The HOMO energy is -13.522 eV. For the energy above the lowest of the compared OMol25 structures with the same formula, charge and spin, the calculation gives 388.8 kJ/mol. As for the total energy: -841.134091 Ha. The charge is +1. The HOMO-LUMO gap comes out at 10.383 eV.

=====

- What is the energy above the lowest of the compared OMol25 structures with the same formula, charge and spin in the fourth record?
  388.8 kJ/mol